{
  "formula": "C8H20NS",
  "method": "ωB97M-V/def2-TZVPD",
  "elements": ["S", "N", "C", "C", "C", "C", "C", "C", "C", "C", "H", "H", "H", "H", "H", "H", "H", "H", "H", "H", "H", "H", "H", "H", "H", "H", "H", "H", "H", "H"],
  "positions_angstrom": [[-0.183, -1.575, -2.418], [-0.671, -0.044, 0.134], [0.982, 1.506, -0.956], [1.144, 0.860, 1.456], [0.194, 1.154, 0.295], [-0.974, -2.680, 0.109], [-2.000, 0.268, -0.502], [1.403, -1.768, -0.136], [-0.673, 2.365, 0.601], [-0.097, -1.603, -0.591], [-1.301, 2.886, -0.075], [-1.757, 0.744, -1.544], [-0.814, -0.533, 1.046], [0.199, 1.165, -1.813], [-2.581, 0.787, 0.137], [2.250, 0.912, 1.197], [1.889, 0.866, -1.109], [1.671, -2.729, -0.375], [-1.174, -2.325, 1.128], [2.108, -0.910, -0.556], [-0.564, -3.717, 0.040], [-1.979, -2.595, -0.414], [-1.490, 2.209, 1.426], [1.464, -1.484, 0.908], [0.028, 3.087, 0.925], [0.941, 0.018, 2.119], [1.102, 1.823, 2.083], [1.367, 2.479, -1.136], [1.161, -1.293, -2.735], [-2.510, -0.704, -0.791]],
  "largest_force_ha_per_bohr": 0.11275,
  "smiles": "C[N@H+](C(C)(C)C)C(C)(C)S",
  "orbital_gap_ha": 0.4008,
  "de_lowest_ev": 0.0000,
  "charge": 1
}